# 1
Density functional theory data (ωB97M-V/def2-TZVPD) for C9H8O2S in the gas phase.

Values from the calculation:
Gap between HOMO and LUMO (spin up / spin down) ... 7.676 / 7.676 eV
SMILES ... O=S(=O)=C/C=C\c1ccccc1

Geometry (Å):
C (-2.4607, 1.4052, 0.2508)
C (-1.7987, 1.2309, -0.8952)
C (-2.0852, 0.6660, 1.4110)
C (-0.7677, 0.2379, -0.9407)
C (-1.2047, -0.3408, 1.3842)
C (-0.4135, -0.4717, 0.2357)
C (1.5732, -1.3593, -0.9914)
C (2.6558, -0.5890, -1.0676)
C (0.6855, -1.4138, 0.1666)
O (2.4035, 1.6715, 0.3516)
O (1.9948, -0.5868, 1.3833)
S (2.9474, 0.3099, 0.6098)
H (-3.0903, 2.1460, 0.4183)
H (-2.1077, 1.7653, -1.8363)
H (-2.5372, 0.8829, 2.2757)
H (-0.1874, 0.0316, -1.7495)
H (-0.8381, -0.9423, 2.2574)
H (1.1161, -1.8351, -1.9058)
H (3.3745, -0.3634, -1.9238)
H (0.7403, -2.4453, 0.5660)


# 2
Density functional theory data (ωB97M-V/def2-TZVPD) for a molecular structure, C9H8O6V.

Values from the calculation:
Gap between HOMO and LUMO (spin up / spin down) ... 5.522 / 5.742 eV
Expectation value of S² ... 3.7743
Total charge ... +2
Multiplicity ... 4

Geometry (Å):
O (0.1165, 4.9774, -1.2659)
C (0.0547, 4.0548, -1.9365)
V (-0.0251, -0.9217, -2.4159)
O (-0.0054, -0.3216, -5.3993)
C (-0.0103, -0.5500, -4.2530)
C (-0.0811, -2.7671, -2.0749)
O (-0.1060, -3.8967, -1.7729)
C (-1.6236, -0.1898, -1.7514)
O (-2.6415, 0.2198, -1.3503)
C (1.5922, -0.2597, -1.7216)
O (2.6003, 0.1331, -1.2819)
C (-0.0542, 0.7537, 2.6993)
C (0.0876, -0.7766, 2.7397)
C (0.3723, -1.1742, 1.2853)
O (-0.0094, -0.0856, 0.4330)
C (-0.3563, 1.0583, 1.2248)
H (-0.8470, 1.1156, 3.3560)
H (0.8866, 1.2326, 2.9942)
H (-0.8617, -1.2273, 3.0453)
H (0.8666, -1.1208, 3.4196)
H (1.4445, -1.3715, 1.1217)
H (-0.1845, -2.0734, 0.9761)
H (-1.4277, 1.2670, 1.0737)
H (0.2127, 1.9237, 0.8552)


# 3
Density functional theory data (ωB97M-V/def2-TZVPD) for a molecular structure, C9H8O7Rb.

Values from the calculation:
Gap between HOMO and LUMO ... 3.863 eV
Total charge ... -1

Geometry (Å):
Rb (0.6007, 0.0562, -3.5588)
C (0.2015, -3.5798, -0.0121)
C (0.4378, -2.4891, -0.8816)
C (1.8761, -1.8480, -0.7424)
O (2.1239, -0.8573, -1.4904)
C (2.8512, -2.3868, 0.1199)
C (2.5726, -3.4854, 0.9484)
C (1.1951, -4.1177, 0.8417)
O (0.8806, -5.2037, 1.3960)
O (3.4510, -3.9538, 1.6970)
O (-0.4624, -1.9035, -1.5255)
H (-0.7241, -4.1293, -0.1079)
H (3.7731, -1.8252, 0.1679)
C (-1.1766, 1.1814, -0.4793)
O (-1.3454, 2.5687, -0.1374)
C (-2.5614, 2.9457, 0.2527)
O (-3.5601, 2.3076, 0.1361)
O (-2.5166, 4.1454, 0.8483)
C (-1.2728, 4.8113, 1.0018)
H (-1.8853, 0.8895, -1.2555)
H (-1.3531, 0.6281, 0.4393)
H (-0.1793, 1.0328, -0.8798)
H (-1.0036, 5.3163, 0.0741)
H (-0.4858, 4.2349, 1.4781)
H (-1.4372, 5.6616, 1.6693)


# 4
Density functional theory data (ωB97M-V/def2-TZVPD) for C9H8S in the gas phase.

Values from the calculation:
Gap between HOMO and LUMO ... 8.398 eV
SMILES ... C/C1=C/C=C\C=C/C#CS1

Geometry (Å):
C (1.7039, -0.5136, -0.3596)
C (1.8239, -0.6860, 0.8359)
C (0.5268, 2.0794, 0.2798)
C (-0.2692, 1.5016, 1.2141)
C (0.5672, 1.4881, -1.0786)
C (-0.8871, 0.3259, 0.6879)
C (0.9834, 0.2061, -1.3260)
C (-0.4463, -0.9011, 0.7145)
C (-1.0750, -2.1013, -0.0871)
S (0.7497, -1.4172, 1.9280)
H (1.0882, 2.9275, 0.4049)
H (-0.4409, 1.9703, 2.1862)
H (0.0208, 1.9839, -1.8799)
H (-1.5809, 0.5248, -0.1473)
H (0.8330, -0.2869, -2.3321)
H (-1.8622, -1.6582, -0.7762)
H (-1.5280, -2.8713, 0.4999)
H (-0.2075, -2.5718, -0.7645)


Number 1: electronic energy -896.27784 hartree, maximum force 4.65 eV/Å. Number 2: electronic energy -1742.35957 hartree, maximum force 11.43 eV/Å. Number 3: electronic energy -898.55744 hartree, maximum force 3.17 eV/Å. Number 4: electronic energy -745.70757 hartree, maximum force 5.06 eV/Å.